Formula: C44H38CoN6O4P2S
Source: OMol25
Level of theory: ωB97M-V with the def2-TZVPD basis set

Values from the calculation:
* electronic energy: -130412.1467 eV
* multiplicity: 5
* energy above the lowest of the compared OMol25 structures with the same formula, charge and spin: 1.050 eV
* LUMO (alpha / beta): -3.71 / -6.24 eV
* net charge: +1

Cartesian coordinates (Å):
Co  0.51085  -0.02006  -0.39161
N  -0.20155  -0.60072  3.95942
C  -0.10618  -0.54345  2.62167
S  0.86119  0.69777  1.92421
N  -0.76603  -1.46844  1.93304
N  -0.73962  -1.37135  0.61334
C  -1.41288  -2.24548  -0.08070
C  -2.10936  -3.40724  0.49377
C  -3.44652  -3.66203  0.18626
C  -4.05006  -4.82438  0.63340
C  -3.32229  -5.75158  1.36770
C  -1.99575  -5.49627  1.68660
C  -1.39363  -4.32384  1.26417
C  -1.39574  -2.04072  -1.53362
C  -1.83213  -3.00783  -2.43558
C  -1.78808  -2.72565  -3.79130
C  -1.30178  -1.49674  -4.20157
C  -0.84427  -0.60398  -3.24049
N  -0.89013  -0.86417  -1.94321
H  0.33241  0.03745  4.52104
H  -0.79144  -1.29068  4.39537
H  -4.01527  -2.94791  -0.39716
H  -5.08751  -5.01977  0.39766
H  -3.78516  -6.67722  1.68193
H  -1.42567  -6.21701  2.25718
H  -0.35222  -4.13227  1.48842
H  -2.18277  -3.96588  -2.08345
H  -2.12180  -3.45582  -4.51571
H  -1.25381  -1.22543  -5.24648
H  -0.40924  0.34356  -3.52963
C  2.57495  -2.52553  2.26853
C  3.04138  -2.11161  0.91835
N  2.38967  -1.38888  0.01785
C  3.22810  -1.27410  -1.06074
C  4.40198  -1.92235  -0.81187
N  4.25901  -2.44228  0.44375
C  5.63954  -2.18037  -1.59197
O  5.68970  -1.65696  -2.79040
O  6.51487  -2.84568  -1.09363
C  2.75887  -0.50627  -2.23835
O  3.47504  -0.39679  -3.23657
O  1.59689  -0.01147  -2.08446
H  1.49612  -2.64009  2.27815
H  2.85518  -1.77682  3.01249
H  3.03527  -3.47180  2.54952
H  4.98752  -2.97978  0.89265
H  4.86175  -1.14589  -3.02580
C  -1.23102  4.05189  -0.15840
P  -0.66724  2.32661  -0.64202
C  -2.36078  1.63525  -0.80240
C  -3.11482  1.46614  -1.95727
C  -4.41566  0.98631  -1.87816
C  -4.97620  0.67092  -0.65014
C  -4.22052  0.80763  0.50735
C  -2.92183  1.28290  0.42798
C  0.11237  2.75456  -2.23377
C  1.50546  2.71179  -2.23896
C  2.21148  2.98775  -3.39570
C  1.52790  3.30663  -4.55857
C  0.14594  3.41246  -4.54690
C  -0.56451  3.15411  -3.38375
P  -0.13730  5.17284  0.86009
C  1.32419  5.54845  -0.18544
C  1.21329  6.24666  -1.38797
C  2.35301  6.60064  -2.08847
C  3.60959  6.27942  -1.58858
C  3.72663  5.58961  -0.39353
C  2.58393  5.22472  0.30736
C  -0.99251  6.77828  0.64606
C  -0.25882  7.90556  1.02437
C  -0.79024  9.17395  0.87603
C  -2.06967  9.33273  0.35724
C  -2.81444  8.21859  0.00790
C  -2.28564  6.94296  0.16195
H  -2.13057  3.91863  0.44328
H  -1.49710  4.53567  -1.10307
H  -2.69270  1.69414  -2.92563
H  -4.99872  0.87162  -2.78325
H  -5.99631  0.31482  -0.59147
H  -4.64331  0.55266  1.47049
H  -2.33212  1.38875  1.33481
H  2.03380  2.46292  -1.32728
H  3.29104  2.93868  -3.39785
H  2.07906  3.49249  -5.47111
H  -0.37923  3.69568  -5.45049
H  -1.63948  3.28583  -3.37633
H  0.23839  6.53158  -1.76626
H  2.26353  7.13767  -3.02441
H  4.49756  6.57023  -2.13551
H  4.70482  5.34591  0.00168
H  2.66343  4.69989  1.25288
H  0.74008  7.78177  1.42723
H  -0.20923  10.04074  1.16249
H  -2.48636  10.32361  0.23439
H  -3.81272  8.34284  -0.39197
H  -2.89033  6.08464  -0.10573